{"formula": "C19H12Cl7N2S2Tm", "method": "wB97M-V/def2-TZVPD", "species": ["Tm", "Cl", "C", "C", "C", "C", "C", "Cl", "C", "S", "H", "H", "H", "Cl", "C", "C", "C", "Cl", "C", "Cl", "C", "Cl", "C", "Cl", "N", "C", "S", "N", "C", "C", "C", "C", "C", "C", "H", "H", "H", "H", "H", "H", "H", "H", "H"], "xyz": [[0.0000, 0.0000, 0.0000], [2.2825, -0.9879, -0.5920], [3.6116, -0.3064, -1.4723], [4.8363, -0.9052, -1.7606], [5.7833, -0.1733, -2.4929], [5.4940, 1.1345, -2.9217], [4.2523, 1.7220, -2.6211], [3.8946, 3.3542, -3.1578], [3.3239, 0.9755, -1.8909], [1.6986, 1.4707, -1.3806], [5.0515, -1.9111, -1.4275], [6.7417, -0.6187, -2.7282], [6.2329, 1.6889, -3.4859], [-0.4843, 2.5233, -0.3595], [-2.0126, 2.2081, 0.2422], [-2.1219, 0.8870, 0.5576], [-3.3195, 0.4057, 1.0782], [-3.3686, -1.2792, 1.4487], [-4.4073, 1.2692, 1.2784], [-5.8945, 0.6505, 1.9292], [-4.2761, 2.6326, 0.9465], [-5.6084, 3.7256, 1.1841], [-3.0618, 3.1074, 0.4213], [-2.8427, 4.7729, -0.0048], [-1.9045, -3.2678, -0.3090], [-0.6747, -2.9304, -0.7436], [0.5154, -2.5506, 0.3542], [-0.4382, -2.8478, -2.0749], [-1.1610, -3.3364, -3.1820], [-2.1407, -4.3287, -3.0984], [-2.8029, -4.7709, -4.2481], [-2.4830, -4.2327, -5.4920], [-1.4884, -3.2634, -5.5902], [-0.8235, -2.8259, -4.4417], [-2.0650, -3.1820, 0.6878], [-2.6913, -3.0178, -0.8943], [0.4325, -2.3744, -2.2921], [-2.3744, -4.8181, -2.1585], [-3.5579, -5.5493, -4.1714], [-2.9977, -4.5788, -6.3846], [-1.2275, -2.8483, -6.5603], [-0.0524, -2.0665, -4.5437], [-1.2935, -1.1160, 1.0497]], "mulliken_spin": [1.914, 0.000, 0.000, 0.000, 0.000, 0.000, -0.002, 0.000, 0.004, 0.008, 0.000, 0.000, 0.000, 0.001, 0.001, -0.009, -0.002, 0.006, 0.000, 0.001, -0.001, 0.000, 0.001, 0.001, -0.002, 0.007, -0.001, 0.000, -0.002, 0.001, -0.001, 0.001, -0.001, 0.001, 0.000, 0.000, 0.001, 0.000, 0.000, 0.000, 0.000, 0.000, 0.072], "homo_ev": [-6.21, -6.39], "spin_multiplicity": 3, "gap_ha": [0.211, 0.219]}



{"formula": "C19H12Co2N2O6", "method": "wB97M-V/def2-TZVPD", "species": ["O", "C", "Co", "C", "O", "C", "O", "C", "C", "C", "C", "C", "C", "C", "C", "C", "Co", "C", "O", "C", "O", "C", "O", "H", "H", "H", "H", "H", "H", "H", "C", "C", "N", "C", "C", "N", "H", "H", "H", "H", "H"], "xyz": [[1.3267, 2.3974, -1.0341], [0.8405, 1.8810, 0.0230], [-0.4524, 0.4984, 0.1407], [-0.8795, 0.1275, 1.8075], [-1.2200, -0.1054, 2.8916], [-1.5902, 1.5341, -0.6457], [-2.3672, 2.2078, -1.1851], [-0.1597, -0.9925, -1.0746], [-1.3695, -1.7844, -1.2650], [-1.8757, -2.5336, -0.1813], [-3.1614, -3.0663, -0.2399], [-3.9269, -2.9132, -1.4014], [-3.3881, -2.2646, -2.5244], [-2.1041, -1.7194, -2.4711], [0.7676, -0.0672, -1.5137], [1.0537, 1.0909, -2.2822], [1.6050, -1.3252, -0.5714], [2.1307, -2.9043, -1.1647], [2.5737, -3.9131, -1.5148], [1.5117, -1.5256, 1.2146], [1.5511, -1.7341, 2.3526], [3.1712, -0.5957, -0.8700], [4.2271, -0.1584, -1.0755], [-1.2682, -2.6352, 0.7207], [-3.5538, -3.5882, 0.6312], [-4.9452, -3.3035, -1.4355], [-3.9712, -2.1695, -3.4445], [-1.6676, -1.2025, -3.3332], [2.0337, 1.1266, -2.7519], [0.2293, 1.5918, -2.7915], [-0.3407, 3.3938, 2.2840], [0.9796, 2.7485, 2.3458], [1.8157, 2.6561, 3.3417], [2.9380, 1.9605, 2.9123], [2.7717, 1.6143, 1.5969], [1.5327, 2.1513, 1.1922], [-0.8344, 3.2135, 1.3187], [-0.9691, 2.9988, 3.0912], [-0.2210, 4.4747, 2.4347], [3.7763, 1.7251, 3.5489], [3.4300, 1.1098, 0.9232]], "mulliken_charge": [-0.555, -0.078, 0.054, 0.050, -0.555, 0.038, -0.516, -1.474, 0.482, -0.203, -0.713, -0.436, -0.466, -0.394, 2.164, -0.366, -0.037, 0.292, -0.488, 0.056, -0.423, -0.183, -0.486, 0.384, 0.336, 0.314, 0.327, 0.343, 0.241, 0.284, -0.897, 0.784, -0.869, -0.684, -0.218, 0.490, 0.091, 0.201, 0.313, 0.411, 0.384], "de_lowest_ev": 1.4824, "homo_ev": 0.69, "charge": -2, "spin_multiplicity": 1, "gap_ha": 0.169}



{"formula": "C19H12F3NO3", "method": "wB97M-V/def2-TZVPD", "species": ["C", "C", "C", "N", "O", "O", "C", "C", "C", "O", "H", "H", "H", "H", "F", "C", "C", "C", "F", "C", "C", "C", "C", "C", "C", "C", "C", "F", "C", "C", "H", "H", "H", "H", "H", "H", "H", "H"], "xyz": [[1.7781, -2.1487, -0.6992], [3.1199, -2.3851, -0.7880], [4.0108, -1.2934, -0.8328], [5.4297, -1.5127, -0.8022], [6.2080, -0.5310, -0.7871], [5.8717, -2.6951, -0.7821], [3.5351, 0.0363, -0.8745], [2.1787, 0.2700, -0.8292], [1.2491, -0.8100, -0.7171], [-0.0573, -0.7456, -0.6587], [1.0758, -2.9539, -0.6090], [3.5348, -3.3779, -0.8395], [4.2398, 0.8539, -0.9365], [1.8186, 1.2759, -0.9021], [-5.3072, -1.6672, 0.1560], [-4.5130, -0.7940, -0.5425], [-4.8874, -0.4719, -1.8430], [-4.0257, 0.4184, -2.5265], [-4.3699, 0.7968, -3.7922], [-2.8282, 0.8575, -1.9806], [-2.3970, 0.3696, -0.7333], [-0.9701, 0.6152, -0.3500], [-0.6754, 1.0964, 1.0556], [0.2365, 2.1521, 1.2121], [0.9008, 2.3408, 2.3858], [0.5730, 1.5657, 3.5220], [-0.4766, 0.6536, 3.3880], [-0.7957, -0.1319, 4.4741], [-1.1326, 0.4013, 2.1923], [-3.3184, -0.3602, 0.0635], [-5.7946, -0.8678, -2.3099], [-2.1619, 1.4942, -2.5594], [-0.4451, 1.1711, -1.1487], [0.4914, 2.7326, 0.3106], [1.7221, 3.0655, 2.4467], [1.1062, 1.6716, 4.4677], [-1.8346, -0.4092, 2.1240], [-3.0895, -0.6828, 1.0455]], "mulliken_charge": [-0.590, -0.389, -0.112, 0.924, -0.595, -0.604, -0.733, 0.068, 0.525, -0.415, 0.433, 0.474, 0.460, 0.314, -0.309, 0.393, -0.734, 0.351, -0.311, -0.680, 0.543, -0.075, 0.600, -0.330, -0.578, -0.664, 0.353, -0.326, -0.781, -0.914, 0.460, 0.441, 0.526, 0.547, 0.375, 0.445, 0.575, 0.334], "de_lowest_ev": 0.0000, "homo_ev": -8.92, "spin_multiplicity": 1, "gap_ha": 0.303, "smiles": "O=[N+]([O-])c1ccc(O[C@H](c2cccc(F)c2)c2cc(F)cc(F)c2)cc1"}



{"formula": "C19H12IN4O4S2V", "method": "wB97M-V/def2-TZVPD", "species": ["V", "O", "C", "N", "C", "O", "C", "C", "C", "C", "C", "N", "C", "C", "C", "C", "C", "N", "H", "H", "H", "H", "H", "H", "H", "H", "O", "S", "O", "N", "C", "S", "C", "C", "C", "C", "C", "C", "H", "H", "H", "H", "I"], "xyz": [[0.9709, -0.5541, -0.1844], [0.5422, 2.9966, 1.5575], [0.6919, 1.8245, 1.2563], [1.2370, 1.2772, 0.1469], [2.0775, 1.8663, -0.7304], [2.2152, 3.0422, -1.0123], [3.0121, 0.8021, -1.2357], [4.0243, 1.1038, -2.1361], [5.0033, 0.1642, -2.4029], [4.9351, -1.0537, -1.7339], [3.8838, -1.2920, -0.8673], [2.9163, -0.4008, -0.6241], [0.4361, 0.6939, 2.1903], [0.0156, 0.9140, 3.4903], [-0.0624, -0.1525, 4.3634], [0.2952, -1.4114, 3.8847], [0.6897, -1.5564, 2.5694], [0.7727, -0.5280, 1.7231], [4.0253, 2.0784, -2.5974], [5.8113, 0.3874, -3.0864], [5.6767, -1.8168, -1.9102], [3.8001, -2.2504, -0.3662], [-0.2539, 1.9237, 3.7557], [-0.4108, -0.0220, 5.3761], [0.2515, -2.2785, 4.5251], [0.9466, -2.5307, 2.1633], [-2.1322, 0.1455, 1.6917], [-2.0539, -0.8182, 0.6239], [-1.9260, -2.1870, 1.0360], [-0.8701, -0.4401, -0.4500], [-1.3659, 0.0399, -1.5889], [-0.3200, 0.4222, -2.8375], [-2.8154, 0.1366, -1.6253], [-3.6276, 0.7500, -2.5772], [-4.9961, 0.7508, -2.3783], [-5.5657, 0.1646, -1.2534], [-4.7580, -0.4187, -0.2828], [-3.4027, -0.4383, -0.4956], [-3.1847, 1.2441, -3.4276], [-5.6360, 1.2188, -3.1137], [-6.6400, 0.1705, -1.1350], [-5.1721, -0.8355, 0.6214], [0.9632, -3.1314, -0.9238]], "mulliken_spin": [2.731, 0.037, 0.047, -0.062, -0.006, 0.022, 0.068, -0.030, 0.041, -0.018, 0.039, -0.050, 0.082, -0.040, 0.066, -0.035, 0.103, -0.076, 0.000, 0.005, -0.001, 0.001, -0.001, 0.008, -0.002, -0.010, -0.001, 0.000, -0.002, -0.103, 0.047, 0.074, 0.006, 0.018, -0.009, 0.019, -0.008, 0.024, 0.002, 0.000, 0.002, 0.000, 0.014], "de_lowest_ev": 1.9235, "homo_ev": [-3.30, -5.02], "charge": -1, "spin_multiplicity": 4, "gap_ha": [0.206, 0.271]}



{"formula": "C19H13AsNO4PS4Se2Tc", "method": "wB97M-V/def2-TZVPD", "species": ["Tc", "O", "C", "O", "C", "C", "C", "C", "C", "N", "C", "O", "O", "H", "H", "H", "Se", "P", "Se", "C", "C", "C", "C", "C", "C", "C", "C", "C", "C", "C", "C", "H", "H", "H", "H", "H", "H", "H", "H", "H", "H", "S", "As", "S", "S", "S"], "xyz": [[1.4554, -0.8164, -0.7982], [2.4077, -2.6673, 2.7169], [2.1353, -2.4490, 1.5749], [1.8027, -1.2575, 1.0867], [2.0336, -3.4811, 0.4877], [2.1914, -4.8480, 0.6134], [1.9149, -5.6383, -0.4966], [1.4346, -5.0564, -1.6652], [1.3002, -3.6816, -1.6962], [1.6425, -2.9384, -0.6543], [0.6434, -2.8583, -2.7701], [0.2072, -3.2847, -3.7940], [0.5330, -1.5863, -2.3715], [2.5057, -5.2644, 1.5601], [2.0367, -6.7113, -0.4381], [1.1481, -5.6388, -2.5296], [1.0769, 1.5616, -0.8358], [-0.9127, 1.2282, 0.1102], [-0.9532, -0.9401, 0.0160], [-0.8997, 1.8856, 1.7774], [-0.6758, 1.0590, 2.8738], [-0.6305, 1.6134, 4.1436], [-0.8007, 2.9797, 4.3113], [-1.0166, 3.8049, 3.2128], [-1.0694, 3.2623, 1.9420], [-2.2159, 2.0585, -0.7961], [-3.4675, 2.1401, -0.1838], [-4.5217, 2.7224, -0.8640], [-4.3261, 3.2309, -2.1425], [-3.0799, 3.1512, -2.7475], [-2.0206, 2.5587, -2.0784], [-0.5350, -0.0050, 2.7334], [-0.4631, 0.9759, 5.0008], [-0.7673, 3.4076, 5.3043], [-1.1473, 4.8696, 3.3497], [-1.2502, 3.9017, 1.0862], [-3.6167, 1.7556, 0.8186], [-5.4949, 2.7848, -0.3967], [-5.1511, 3.6919, -2.6686], [-2.9308, 3.5465, -3.7427], [-1.0542, 2.4842, -2.5617], [6.1587, 1.0313, -2.9102], [4.7517, -0.1752, -2.1356], [2.8108, -0.7677, -2.8989], [3.7098, -0.0447, -0.0942], [5.1007, -1.5953, -0.4492]], "mulliken_charge": [0.299, -0.590, 0.165, -0.197, 0.554, -0.881, -0.298, -0.795, 0.686, 0.717, -0.033, -0.578, -0.476, 0.558, 0.469, 0.546, -0.262, 1.270, -0.241, 0.508, -0.320, -0.691, -0.436, -0.695, -0.414, 0.735, -0.370, -0.703, -0.436, -0.700, -0.408, 0.257, 0.420, 0.409, 0.416, 0.400, 0.410, 0.413, 0.406, 0.410, 0.226, -0.213, 0.498, -0.020, 0.113, -0.130], "homo_ev": [-12.03, -12.04], "charge": 1, "spin_multiplicity": 1, "gap_ha": [0.231, 0.231]}



{"formula": "C19H13BaF5NOSTe", "method": "wB97M-V/def2-TZVPD", "species": ["Ba", "S", "C", "C", "C", "C", "C", "C", "N", "C", "C", "C", "C", "C", "C", "C", "H", "H", "H", "H", "H", "H", "H", "H", "C", "C", "C", "C", "C", "C", "H", "H", "H", "H", "H", "F", "Te", "F", "F", "F", "F", "O"], "xyz": [[0.9949, -1.4511, -0.9709], [-0.0866, 2.4727, 2.3324], [-0.0313, 3.2075, 0.7672], [-0.1131, 4.5516, 0.4191], [-0.0255, 4.8866, -0.9189], [0.1336, 3.8971, -1.8944], [0.2133, 2.5641, -1.5465], [0.1365, 2.2114, -0.1995], [0.1955, 0.9196, 0.2970], [0.0881, 0.8879, 1.5916], [0.1157, -0.3359, 2.4125], [-0.1526, -0.2233, 3.7825], [-0.1369, -1.3487, 4.5834], [0.1503, -2.5795, 4.0020], [0.4138, -2.6624, 2.6411], [0.4121, -1.5576, 1.7723], [-0.2325, 5.3158, 1.1761], [-0.0781, 5.9266, -1.2140], [0.1991, 4.1808, -2.9367], [0.3351, 1.7991, -2.3022], [-0.3813, 0.7387, 4.2312], [-0.3456, -1.2704, 5.6432], [0.1664, -3.4734, 4.6176], [0.6304, -3.6523, 2.2418], [-4.2019, -2.3684, -2.3039], [-3.4506, -2.5265, -3.4649], [-2.0633, -2.4459, -3.4149], [-1.3417, -2.2034, -2.2315], [-2.1516, -2.0537, -1.0896], [-3.5444, -2.1327, -1.1070], [-5.2842, -2.4273, -2.3361], [-3.9541, -2.7100, -4.4097], [-1.5253, -2.5779, -4.3526], [-1.6972, -1.8662, -0.1059], [-4.1115, -2.0087, -0.1897], [3.5249, 0.2031, 0.8349], [4.3808, -0.0708, -0.7961], [5.9357, -0.6142, 0.0743], [5.0114, 1.6611, -0.5457], [5.3086, 0.0299, -2.4143], [2.8925, 0.7975, -1.6058], [3.6704, -1.6907, -1.0693]], "mulliken_charge": [1.903, -0.425, 1.028, -0.629, -0.427, -0.721, -0.347, -0.556, -0.028, -0.244, 1.535, -0.785, -0.607, -0.485, -0.484, -0.745, 0.379, 0.366, 0.361, 0.355, 0.293, 0.375, 0.344, 0.330, -0.254, -0.438, -0.471, -0.655, 0.362, -0.869, 0.339, 0.316, 0.275, 0.219, 0.333, -0.433, 2.195, -0.426, -0.399, -0.437, -0.516, -0.927], "de_lowest_ev": 0.5701, "homo_ev": -4.65, "charge": -1, "spin_multiplicity": 1, "gap_ha": 0.252}